(1)
The following is a DFT calculation (ωB97M-V with the def2-TZVPD basis set) of a structure of composition C14H20I3N2O2 at a distorted geometry.

XYZ file:
```
41
C14H20I3N2O2, DFT ωB97M-V with the def2-TZVPD basis set
C 4.84 -1.52 -0.57
C 4.69 -1.24 0.92
I 6.41 -1.64 2.11
C 3.54 -0.78 1.44
I 3.39 -0.49 3.56
N 2.36 -0.45 0.68
C 1.17 -0.93 1.02
N 0.26 -0.45 0.19
O -1.03 -0.80 0.42
C -1.81 -0.97 -0.79
C -2.95 0.09 -0.93
C -2.37 1.50 -0.70
C -4.22 -0.26 -0.11
C -3.96 -1.06 1.21
C -5.11 0.96 0.24
C 0.85 0.39 -0.74
C 2.18 0.38 -0.42
C 3.25 1.17 -1.15
C 3.98 2.11 -0.13
O 5.12 2.41 -0.25
I 2.82 2.88 1.56
H 5.51 -0.76 -1.02
H 5.32 -2.48 -0.77
H 3.85 -1.50 -1.03
H 0.85 -1.58 1.83
H -2.33 -1.94 -0.66
H -1.22 -1.08 -1.70
H -3.23 0.03 -2.00
H -3.11 2.30 -0.77
H -1.78 1.57 0.23
H -1.66 1.70 -1.52
H -4.84 -0.91 -0.75
H -3.09 -0.62 1.74
H -4.81 -0.92 1.88
H -3.78 -2.13 1.03
H -5.95 0.58 0.84
H -4.60 1.72 0.84
H -5.56 1.44 -0.64
H 0.32 0.92 -1.52
H 2.75 1.82 -1.88
H 3.96 0.55 -1.70
```

Its highest occupied orbital energy is -12.10 eV. The LUMO energy is -3.53 eV. Its charge is +1. The spin multiplicity is 1.

Atom charges from the natural (NBO) analysis, given in e for atoms 1 to 6: number 1, C, carries -0.680; number 2, C, carries -0.132; number 3, I, carries 0.271; number 4, C, carries -0.079; number 5, I, carries 0.234; number 6, N, carries -0.367

=====

(2)
The following is a DFT calculation (ωB97M-V with the def2-TZVPD basis set) of an isolated molecule of C4H4S at a distorted geometry.

XYZ file:
```
9
C4H4S, DFT ωB97M-V with the def2-TZVPD basis set
S -2.59 -0.23 0.30
C -1.37 0.67 -0.49
C -0.12 0.24 -0.33
C 1.28 0.45 0.09
C 0.72 -0.89 0.15
H -1.37 1.66 -0.82
H 1.88 1.02 0.73
H 0.94 -1.59 -0.71
H 0.64 -1.33 1.08
```

As for the structure (SMILES): S=CC1=CC1. Its highest occupied orbital energy (alpha / beta) is -8.85 / -8.71 eV. The LUMO energy (alpha / beta) is -1.09 / -1.52 eV. Its charge is 0. The spin multiplicity is 1.

Atom charges from the natural (NBO) analysis, given in e for atoms 1 to 6: number 1, S, carries -0.002; number 2, C, carries -0.324; number 3, C, carries 0.003; number 4, C, carries -0.077; number 5, C, carries -0.448; number 6, H, carries 0.215

=====

(3)
The following is a DFT calculation (ωB97M-V with the def2-TZVPD basis set) of a structure of composition C49H81CaN3O6SSb2.

XYZ file:
```
143
C49H81CaN3O6SSb2, DFT ωB97M-V with the def2-TZVPD basis set
Ca -0.44 -0.37 0.16
C 2.23 3.22 0.79
N 1.56 2.33 -0.13
C 2.46 1.29 -0.59
C 0.99 3.08 -1.24
C -0.02 2.29 -2.06
N -1.06 1.67 -1.25
C -1.65 2.66 -0.33
C -2.87 2.19 0.41
C -4.13 2.63 0.00
C -5.28 2.19 0.63
C -5.11 1.30 1.68
C -3.88 0.83 2.14
C -2.70 1.29 1.49
O -1.49 0.92 1.82
C -3.93 -0.23 3.26
C -4.74 0.30 4.45
C -2.57 -0.65 3.81
C -4.61 -1.48 2.69
C -6.69 2.59 0.18
C -6.66 3.58 -0.98
C -7.45 3.24 1.34
C -7.45 1.33 -0.28
C -2.11 1.09 -2.12
C -1.33 -1.06 -3.15
C -1.83 -1.50 -4.55
C -0.89 -1.03 -5.63
C 0.41 -1.05 -5.35
C 1.00 -1.36 -4.04
C 0.19 -1.28 -2.93
O 0.59 -1.28 -1.70
C 2.48 -1.78 -3.95
C 3.20 -1.67 -5.31
C 3.30 -0.95 -2.96
C 2.54 -3.25 -3.51
C -1.40 -0.68 -7.03
C -1.07 -1.83 -8.01
C -2.92 -0.47 -7.05
C -0.75 0.61 -7.54
H 3.07 3.77 0.31
H 1.53 3.95 1.19
H 2.64 2.65 1.63
H 3.33 1.71 -1.12
H 2.82 0.71 0.26
H 1.94 0.61 -1.26
H 0.51 3.97 -0.84
H 1.78 3.42 -1.93
H -0.47 2.99 -2.78
H 0.47 1.51 -2.65
H -0.88 2.93 0.39
H -1.92 3.56 -0.91
H -4.17 3.30 -0.84
H -6.00 0.91 2.17
H -4.26 1.19 4.88
H -5.76 0.56 4.19
H -4.79 -0.47 5.23
H -2.01 0.20 4.21
H -2.73 -1.38 4.61
H -1.95 -1.12 3.05
H -5.64 -1.29 2.39
H -4.06 -1.83 1.81
H -4.61 -2.28 3.44
H -6.13 4.49 -0.71
H -6.17 3.15 -1.86
H -7.68 3.85 -1.26
H -6.94 4.15 1.67
H -8.47 3.50 1.04
H -7.51 2.57 2.20
H -6.91 0.84 -1.09
H -7.54 0.61 0.53
H -8.45 1.60 -0.63
H -2.80 0.50 -1.52
H -2.67 1.91 -2.60
H -2.79 -0.98 -4.62
H 1.10 -0.79 -6.14
H 3.22 -0.64 -5.68
H 4.23 -2.00 -5.19
H 2.73 -2.30 -6.07
H 3.25 0.11 -3.21
H 2.92 -1.08 -1.95
H 4.35 -1.26 -2.98
H 2.06 -3.89 -4.26
H 3.58 -3.57 -3.39
H 2.02 -3.37 -2.57
H -1.54 -2.76 -7.68
H -1.43 -1.60 -9.02
H 0.01 -1.99 -8.05
H -3.46 -1.36 -6.74
H -3.21 0.35 -6.39
H -3.24 -0.22 -8.07
H 0.33 0.50 -7.62
H -1.14 0.86 -8.54
H -0.96 1.43 -6.86
C -3.02 -7.17 -5.44
C -2.70 -5.71 -5.22
C -1.39 -5.25 -5.16
C -1.10 -3.91 -4.94
C -2.12 -2.99 -4.75
C -3.44 -3.44 -4.82
C -3.72 -4.78 -5.06
S -2.46 -2.09 -2.00
O -1.56 0.36 -3.17
O -3.77 -1.43 -2.38
N -2.11 -1.84 -0.46
C -2.00 -3.12 0.27
C -0.98 -3.15 1.44
O -1.06 -4.09 2.23
O -0.10 -2.21 1.51
H -2.11 -7.74 -5.62
H -3.68 -7.30 -6.30
H -3.52 -7.59 -4.57
H -0.57 -5.96 -5.28
H -0.08 -3.58 -4.90
H -4.24 -2.73 -4.64
H -4.76 -5.10 -5.09
H -1.69 -3.94 -0.39
H -2.95 -3.44 0.71
C 4.66 -3.81 0.83
Sb 2.77 -2.77 1.12
C 1.62 -4.18 -0.01
C 2.43 -3.71 3.02
H 4.54 -4.88 1.01
H 5.42 -3.42 1.51
H 5.01 -3.66 -0.20
H 1.04 -4.78 0.69
H 2.27 -4.82 -0.61
H 0.94 -3.63 -0.65
H 2.70 -4.77 2.95
H 1.36 -3.63 3.23
H 3.01 -3.24 3.81
C 3.21 0.79 4.00
Sb 1.25 0.44 3.11
C 0.41 2.19 4.05
C 0.72 -0.95 4.66
H 3.14 0.85 5.08
H 3.64 1.72 3.62
H 3.88 -0.03 3.73
H 0.91 2.41 5.00
H -0.65 2.01 4.21
H 0.51 3.04 3.38
H 0.32 -0.42 5.52
H 1.62 -1.50 4.95
H -0.02 -1.66 4.27
```

Its highest occupied orbital energy is -1.89 eV. The LUMO energy is 4.07 eV. Its charge is -2. The spin multiplicity is 1.

Atom charges from the Mulliken analysis, given in e for atoms 1 to 6: number 1, Ca, carries 1.408; number 2, C, carries -1.154; number 3, N, carries 1.612; number 4, C, carries -0.937; number 5, C, carries -1.771; number 6, C, carries -0.790

=====

(4)
The following is a DFT calculation (ωB97M-V with the def2-TZVPD basis set) of an isolated molecule of C5H7NO.

XYZ file:
```
14
C5H7NO, DFT ωB97M-V with the def2-TZVPD basis set
C -1.79 0.22 -0.40
C -0.38 -0.06 0.15
C -0.13 -1.51 0.45
O 0.98 -1.97 0.63
C 0.29 1.03 0.93
C 1.00 0.62 -0.07
N 2.12 0.48 -0.84
H -2.43 0.51 0.45
H -2.26 -0.65 -0.86
H -1.82 1.05 -1.11
H -1.01 -2.19 0.38
H 0.08 1.73 1.72
H 2.53 -0.44 -0.71
H 2.82 1.20 -0.72
```

As for the structure (SMILES): C[C@]1(C=O)C=C1N. Its highest occupied orbital energy is -8.79 eV. The LUMO energy is 0.86 eV. Its charge is 0. The spin multiplicity is 1.

Atom charges from the natural (NBO) analysis, given in e for atoms 1 to 6: number 1, C, carries -0.622; number 2, C, carries -0.219; number 3, C, carries 0.432; number 4, O, carries -0.560; number 5, C, carries -0.247; number 6, C, carries 0.266

=====

(5)
The following is a DFT calculation (ωB97M-V with the def2-TZVPD basis set) of a cluster of 3 separate species, C29H35N5O7 in total at a distorted geometry.

XYZ file:
```
76
C29H35N5O7, DFT ωB97M-V with the def2-TZVPD basis set
C 5.98 -0.36 1.35
C 5.75 -1.77 0.55
N 4.53 -1.82 -0.35
C 4.29 -0.65 -1.28
O 5.16 -0.03 -2.12
C 2.69 -0.37 -1.04
C 1.70 0.86 -1.49
N 2.33 2.00 -2.29
C 0.10 0.77 -1.09
C -0.82 2.07 -1.60
C -1.02 3.00 -0.22
C -0.67 4.58 -0.45
C -1.11 5.36 0.96
C 0.98 4.86 -0.57
C -0.57 -0.51 -0.25
C -2.19 -0.46 0.01
C -2.71 -1.16 1.39
N -4.05 -0.48 1.73
N -1.83 -0.95 2.60
N -3.08 -2.64 1.18
C 0.46 -1.70 0.21
O -0.03 -2.87 0.95
C 2.05 -1.61 -0.18
C 3.33 -2.60 0.13
O 3.41 -3.83 0.62
H 5.41 -0.27 2.37
H 7.14 -0.32 1.63
H 5.76 0.61 0.73
H 6.71 -1.98 -0.12
H 5.71 -2.62 1.38
H 1.70 2.19 -3.12
H 3.19 1.56 -2.74
H -1.87 1.61 -1.90
H -0.32 2.68 -2.47
H -2.10 2.83 0.27
H -0.25 2.60 0.60
H -1.22 5.01 -1.39
H -0.60 4.73 1.84
H -0.75 6.47 1.00
H -2.28 5.25 1.13
H 1.41 4.54 -1.61
H 1.12 6.01 -0.35
H 1.48 4.28 0.34
H -2.73 -0.95 -0.93
H -2.60 0.67 0.03
H -4.56 -1.11 2.43
H -4.63 -0.55 0.84
H -2.00 0.06 2.88
H -2.31 -1.49 3.38
H -2.62 -3.00 0.29
H -4.10 -2.71 1.00
H 0.06 -2.68 1.95
O 0.33 3.03 -4.26
C -0.11 2.49 -5.26
C -1.45 1.87 -5.27
C -1.93 1.27 -6.36
C -1.14 1.20 -7.61
O -1.58 0.66 -8.61
C 0.20 1.82 -7.60
C 0.68 2.42 -6.50
H -2.02 1.93 -4.35
H -2.91 0.82 -6.39
H 0.77 1.76 -8.52
H 1.66 2.87 -6.48
O -2.07 -2.05 5.06
C -1.95 -3.23 5.38
C -1.85 -4.29 4.36
C -1.73 -5.58 4.71
C -1.70 -5.98 6.13
O -1.59 -7.16 6.45
C -1.80 -4.92 7.15
C -1.92 -3.63 6.79
H -1.88 -3.98 3.32
H -1.66 -6.37 3.98
H -1.77 -5.23 8.18
H -1.99 -2.84 7.53
```

As for the structure (SMILES): CCN1C(=O)c2c(N)c(CCC(C)C)c(CC(N)(N)N)c(O)c2C1=O.O=C1C=CC(=O)C=C1.O=C1C=CC(=O)C=C1. Its highest occupied orbital energy is -8.07 eV. The LUMO energy is -2.20 eV. Its charge is 0. The spin multiplicity is 1.

Atom charges from the Mulliken analysis, given in e for atoms 1 to 6: number 1, C, carries -0.853; number 2, C, carries -0.461; number 3, N, carries 0.201; number 4, C, carries 0.135; number 5, O, carries -0.597; number 6, C, carries 0.078

=====

(6)
The following is a DFT calculation (ωB97M-V with the def2-TZVPD basis set) of a cluster of 2 separate species, C3H7N2 in total at a distorted geometry.

XYZ file:
```
12
C3H7N2, DFT ωB97M-V with the def2-TZVPD basis set
C -0.24 -1.98 1.44
C -0.11 -1.36 0.31
C 0.07 0.91 -1.78
N 0.33 1.68 0.42
N 0.29 0.82 -0.55
H -0.41 -2.98 1.12
H -0.32 -1.29 -0.71
H -0.05 -0.01 -2.35
H -0.19 1.91 -2.13
H -0.21 -1.65 2.44
H 0.88 1.37 1.23
H -0.04 2.59 0.56
```

Its highest occupied orbital energy (alpha / beta) is -13.75 / -13.75 eV. The LUMO energy (alpha / beta) is -6.21 / -6.20 eV. Its charge is +1. The spin multiplicity is 1.

Atom charges from the natural (NBO) analysis, given in e for atoms 1 to 6: number 1, C, carries -0.453; number 2, C, carries 0.267; number 3, C, carries -0.119; number 4, N, carries -0.612; number 5, N, carries -0.158; number 6, H, carries 0.322